# 1
Molecular formula: C17H15Cl2NO5S
Method: DFT, ωB97M-V/def2-TZVPD

Calculated total energy = -2406.32070 Eh
Kohn-Sham gap = 9.44 eV
Multiplicity = 1
HOMO level = -9.24 eV
Relative energy (zero: lowest compared OMol25 entry of this formula, charge and spin) = 56.9 kJ/mol
M = 416.3 u
F_max = 1.04 eV/Å

Last columns: bonded neighbours and bond lengths (Å).
Cartesian coordinates (Å):
1 Cl 3.952 0.493 1.791  C10 1.707
2 Cl 0.465 0.200 -2.294  C21 1.703
3 S 1.012 0.324 0.942  O4 1.430, O8 1.428, N9 1.672, C14 1.804
4 O -0.276 0.093 0.366  S3 1.430
5 O -5.080 -0.262 -0.019  C11 1.205
6 O -2.296 -1.840 0.370  C17 1.330, C20 1.427
7 O -0.565 -2.340 -0.978  C17 1.202
8 O 1.175 1.497 1.740  S3 1.428
9 N 1.474 -0.984 1.874  S3 1.672, C13 1.445, H40 1.009
10 C 3.622 0.340 0.123  Cl1 1.707, C14 1.391, C18 1.388
11 C -3.900 -0.204 -0.257  O5 1.205, C15 1.480, C20 1.534
12 C -2.311 1.537 -1.100  C15 1.391, C26 1.382, H31 1.081
13 C 1.142 -2.301 1.380  N9 1.445, C19 1.533, H38 1.093, H41 1.094
14 C 2.303 0.284 -0.318  S3 1.804, C10 1.391, C21 1.391
15 C -3.064 1.001 -0.061  C11 1.480, C12 1.391, C25 1.392
16 C 3.114 0.150 -2.588  C21 1.393, C23 1.382, H29 1.077
17 C -1.048 -2.223 0.117  O6 1.330, O7 1.202, C19 1.520
18 C 4.681 0.289 -0.773  C10 1.388, C23 1.384, H39 1.077
19 C -0.354 -2.637 1.405  C13 1.533, C17 1.520, H27 1.093, H28 1.090
20 C -3.119 -1.439 -0.724  O6 1.427, C11 1.534, H32 1.095, H37 1.096
21 C 2.055 0.208 -1.684  Cl2 1.703, C14 1.391, C16 1.393
22 C -1.439 3.204 0.389  C24 1.384, C26 1.384, H33 1.080
23 C 4.416 0.185 -2.128  C16 1.382, C18 1.384, H35 1.079
24 C -2.197 2.681 1.422  C22 1.384, C25 1.382, H34 1.080
25 C -3.021 1.596 1.197  C15 1.392, C24 1.382, H30 1.080
26 C -1.513 2.644 -0.875  C12 1.382, C22 1.384, H36 1.081
27 H -0.480 -3.719 1.489  C19 1.093
28 H -0.855 -2.159 2.246  C19 1.090
29 H 2.895 0.084 -3.641  C16 1.077
30 H -3.616 1.177 1.996  C25 1.080
31 H -2.366 1.103 -2.087  C12 1.081
32 H -2.485 -1.217 -1.588  C20 1.095
33 H -0.789 4.047 0.569  C22 1.080
34 H -2.141 3.119 2.408  C24 1.080
35 H 5.234 0.139 -2.831  C23 1.079
36 H -0.932 3.057 -1.687  C26 1.081
37 H -3.813 -2.255 -0.957  C20 1.096
38 H 1.705 -3.022 1.978  C13 1.093
39 H 5.691 0.333 -0.401  C18 1.077
40 H 1.232 -0.831 2.842  N9 1.009
41 H 1.496 -2.352 0.346  C13 1.094

# 2
Molecular formula: C10H23N2O
Method: DFT, ωB97M-V/def2-TZVPD

Total charge = +1
Calculated total energy = -579.01264 Eh
Kohn-Sham gap (alpha / beta) = 6.01 / 8.19 eV
Multiplicity = 3
HOMO level (alpha / beta) = -8.61 / -13.32 eV
Relative energy (zero: lowest compared OMol25 entry of this formula, charge and spin) = 0.0 kJ/mol
M = 187.3 u
F_max = 5.62 eV/Å

Last columns: bonded neighbours and bond lengths (Å).
Cartesian coordinates (Å):
1 O -0.736 -2.274 -0.822  C9 1.425, C12 1.524
2 N -2.053 -0.185 -0.561  C5 1.380, C9 1.383, H31 1.047
3 N 0.589 1.427 -0.368  C8 1.544, C10 1.421, C13 1.461, H24 1.015
4 C -0.265 -1.359 3.570  C6 1.555, H26 1.089, H28 1.035, H32 1.041
5 C -2.688 0.683 -1.426  N2 1.380, H15 1.173, H21 1.046, H33 1.076
6 C -0.034 -1.522 2.042  C4 1.555, C11 1.536, H14 1.204, H35 1.074
7 C 1.984 -0.704 -0.615  C8 1.487, H25 1.089, H30 1.090, H36 1.038
8 C 0.804 -0.054 0.013  N3 1.544, C7 1.487, C11 1.514
9 C -0.931 -0.872 -0.985  O1 1.425, N2 1.383, C12 1.451
10 C 0.624 1.649 -1.771  N3 1.421, H22 1.038, H27 1.076, H29 1.092
11 C 0.621 -0.241 1.505  C6 1.536, C8 1.514, H20 1.105, H23 1.120
12 C -0.672 -1.624 -2.199  O1 1.524, C9 1.451, H16 1.077, H34 1.112
13 C 1.442 2.395 0.317  N3 1.461, H17 1.040, H18 1.057, H19 1.045
14 H -0.981 -1.928 1.420  C6 1.204
15 H -3.691 0.252 -1.854  C5 1.173
16 H 0.131 -1.633 -2.916  C12 1.077
17 H 1.702 1.928 1.209  C13 1.040
18 H 0.897 3.293 0.439  C13 1.057
19 H 2.325 2.706 -0.146  C13 1.045
20 H 0.111 0.680 1.841  C11 1.105
21 H -3.049 1.493 -0.871  C5 1.046
22 H 1.408 1.131 -2.210  C10 1.038
23 H 1.634 -0.048 1.942  C11 1.120
24 H -0.306 1.682 0.036  N3 1.015
25 H 2.836 -0.328 -0.050  C7 1.089
26 H 0.613 -0.795 3.884  C4 1.089
27 H -0.247 1.324 -2.313  C10 1.076
28 H -0.277 -2.251 4.094  C4 1.035
29 H 0.719 2.732 -1.873  C10 1.092
30 H 1.911 -1.791 -0.587  C7 1.090
31 H -2.499 -0.966 -0.026  N2 1.047
32 H -1.080 -0.769 3.836  C4 1.041
33 H -2.035 0.901 -2.253  C5 1.076
34 H -1.640 -1.957 -2.634  C12 1.112
35 H 0.618 -2.371 1.954  C6 1.074
36 H 2.216 -0.606 -1.622  C7 1.038

# 3
Molecular formula: C11H22N2O3S
Method: DFT, ωB97M-V/def2-TZVPD

Calculated total energy = -1165.79526 Eh
Kohn-Sham gap = 9.06 eV
Multiplicity = 1
HOMO level = -8.72 eV
Relative energy (zero: lowest compared OMol25 entry of this formula, charge and spin) = 44.2 kJ/mol
M = 262.4 u
F_max = 1.93 eV/Å

Last columns: bonded neighbours and bond lengths (Å).
Cartesian coordinates (Å):
1 S -1.118 -4.514 0.735  C8 1.823, C13 1.773
2 O -0.773 0.536 -2.242  C15 1.233
3 O -0.094 4.602 -0.482  C17 1.194
4 O -0.695 3.289 -2.159  C17 1.362, H21 0.983
5 N -2.873 -1.204 -1.732  C7 1.450, H25 1.012, H34 0.996
6 N -0.856 1.274 -0.068  C14 1.484, C15 1.370, H36 0.991
7 C -2.027 -0.741 -0.649  N5 1.450, C12 1.547, C15 1.501, H31 1.132
8 C -0.214 -4.027 2.241  S1 1.823, H28 1.110, H32 1.116, H33 1.104
9 C 1.994 0.418 0.000  C10 1.553, C11 1.537, H29 1.094, H38 1.097
10 C 1.575 1.788 -0.600  C9 1.553, C14 1.493, C16 1.513, H22 1.065
11 C 2.054 0.427 1.536  C9 1.537, H23 1.063, H26 1.068, H39 1.098
12 C -1.091 -1.853 -0.116  C7 1.547, C13 1.511, H24 1.115, H37 1.113
13 C -1.961 -3.015 0.305  S1 1.773, C12 1.511, H18 1.088, H19 1.072
14 C 0.251 2.262 -0.099  N6 1.484, C10 1.493, C17 1.539, H20 1.100
15 C -1.209 0.436 -1.093  O2 1.233, N6 1.370, C7 1.501
16 C 2.679 2.796 -0.365  C10 1.513, H27 1.077, H30 1.106, H35 1.088
17 C -0.192 3.492 -0.910  O3 1.194, O4 1.362, C14 1.539
18 H -2.564 -3.310 -0.552  C13 1.088
19 H -2.674 -2.801 1.077  C13 1.072
20 H 0.386 2.578 0.946  C14 1.100
21 H -0.672 2.351 -2.454  O4 0.983
22 H 1.513 1.596 -1.646  C10 1.065
23 H 2.749 1.160 1.865  C11 1.063
24 H -0.311 -2.150 -0.855  C12 1.115
25 H -3.706 -0.640 -1.833  N5 1.012
26 H 1.073 0.679 1.877  C11 1.068
27 H 3.581 2.395 -0.795  C16 1.077
28 H -0.929 -3.569 2.957  C8 1.110
29 H 1.323 -0.374 -0.346  C9 1.094
30 H 2.905 2.948 0.707  C16 1.106
31 H -2.708 -0.462 0.211  C7 1.132
32 H 0.177 -4.987 2.652  C8 1.116
33 H 0.648 -3.362 2.059  C8 1.104
34 H -2.297 -1.057 -2.532  N5 0.996
35 H 2.498 3.757 -0.840  C16 1.088
36 H -1.278 1.120 0.816  N6 0.991
37 H -0.521 -1.479 0.763  C12 1.113
38 H 3.020 0.194 -0.317  C9 1.097
39 H 2.337 -0.554 1.940  C11 1.098

# 4
Molecular formula: C3H18NO4
Method: DFT, ωB97M-V/def2-TZVPD

Total charge = +1
Calculated total energy = -480.51158 Eh
Kohn-Sham gap = 11.46 eV
Multiplicity = 1
HOMO level = -14.29 eV
Relative energy (zero: lowest compared OMol25 entry of this formula, charge and spin) = 294.6 kJ/mol
M = 132.2 u
F_max = 7.90 eV/Å

Last columns: bonded neighbours and bond lengths (Å).
Cartesian coordinates (Å):
1 O 2.475 -1.156 -2.288  H22 1.004, H25 1.036
2 O 2.254 2.847 0.051  H13 0.932, H20 0.951
3 O 0.391 -0.356 2.434  H18 0.944, H23 0.858
4 O -2.329 0.677 3.053  H14 0.995, H19 0.986
5 N 0.787 0.040 -0.208  C8 1.487, H11 0.972, H12 1.048, H21 1.061
6 C -1.375 -1.073 -0.740  C7 1.483, C8 1.596, H15 1.213, H26 1.104
7 C -2.386 -1.361 -1.786  C6 1.483, H9 1.111, H10 1.159, H16 1.103
8 C -0.343 0.064 -1.175  N5 1.487, C6 1.596, H17 1.107, H24 1.231
9 H -2.128 -1.412 -2.866  C7 1.111
10 H -3.379 -0.775 -1.670  C7 1.159
11 H 1.323 0.796 -0.502  N5 0.972
12 H 0.552 0.252 0.790  N5 1.048
13 H 2.012 3.706 -0.220  O2 0.932
14 H -2.276 0.976 4.001  O4 0.995
15 H -0.641 -2.031 -0.621  C6 1.213
16 H -2.929 -2.318 -1.854  C7 1.103
17 H -0.948 0.987 -1.258  C8 1.107
18 H 1.091 -0.488 3.053  O3 0.944
19 H -3.229 0.328 2.850  O4 0.986
20 H 2.067 2.543 0.932  O2 0.951
21 H 1.391 -0.831 -0.232  N5 1.061
22 H 2.577 -1.661 -3.149  O1 1.004
23 H -0.300 -0.831 2.618  O3 0.858
24 H -0.037 -0.166 -2.345  C8 1.231
25 H 3.341 -0.627 -2.077  O1 1.036
26 H -1.696 -0.601 0.205  C6 1.104

# 5
Molecular formula: C14H22FN3O8
Method: DFT, ωB97M-V/def2-TZVPD

Calculated total energy = -1412.78066 Eh
Kohn-Sham gap = 9.83 eV
Multiplicity = 1
HOMO level = -9.46 eV
Relative energy (zero: lowest compared OMol25 entry of this formula, charge and spin) = 56.0 kJ/mol
M = 379.3 u
F_max = 3.75 eV/Å

Last columns: bonded neighbours and bond lengths (Å).
Cartesian coordinates (Å):
1 F -1.776 -0.324 -4.739  C20 1.353
2 O 4.609 2.819 4.252  C15 1.220
3 O -1.754 -1.334 -0.401  C26 1.440, H45 0.992
4 O -5.106 -0.293 -0.197  C19 1.358, H38 0.969
5 O -3.504 -4.410 -2.618  C18 1.433, H43 0.972
6 O -3.355 1.142 -0.180  C19 1.225
7 O -1.665 -3.128 -4.630  C16 1.437, H48 0.972
8 O -0.154 0.582 0.621  C13 1.223
9 O 3.062 1.349 -0.155  C25 1.226
10 N -0.995 2.601 0.606  C13 1.310, H29 1.001, H46 1.015
11 N 3.571 -0.496 0.950  C21 1.462, C25 1.336, H42 1.009
12 N 3.022 1.721 3.194  C14 1.473, C15 1.334, H34 1.008
13 C -0.040 1.761 0.924  O8 1.223, N10 1.310, C22 1.522
14 C 2.176 1.238 2.090  N12 1.473, C22 1.543, C25 1.548, H44 1.091
15 C 4.067 2.550 3.193  O2 1.220, N12 1.334, C23 1.515
16 C -2.654 -2.458 -3.831  O7 1.437, C18 1.543, C20 1.515, H47 1.095
17 C -3.638 -2.281 -1.525  C18 1.529, C26 1.542, H27 1.095, H35 1.094
18 C -2.817 -3.162 -2.467  O5 1.433, C16 1.543, C17 1.529, H41 1.096
19 C -3.821 0.049 -0.474  O4 1.358, O6 1.225, C26 1.560
20 C -2.251 -1.007 -3.672  F1 1.353, C16 1.515, C24 1.378
21 C 3.565 -1.425 2.080  N11 1.462, H28 1.091, H30 1.091, H39 1.092
22 C 1.128 2.311 1.730  C13 1.522, C14 1.543, H32 1.088, H33 1.089
23 C 4.599 3.169 1.916  C15 1.515, H31 1.086, H37 1.088, H40 1.089
24 C -2.355 -0.341 -2.470  C20 1.378, C26 1.512, H36 1.086
25 C 2.959 0.690 0.873  O9 1.226, N11 1.336, C14 1.548
26 C -2.892 -0.970 -1.204  O3 1.440, C17 1.542, C19 1.560, C24 1.512
27 H -4.600 -2.062 -2.000  C17 1.095
28 H 4.251 -2.250 1.881  C21 1.091
29 H -0.933 3.569 0.852  N10 1.001
30 H 3.884 -0.918 2.992  C21 1.091
31 H 3.791 3.619 1.346  C23 1.086
32 H 1.590 3.112 1.157  C22 1.088
33 H 0.722 2.737 2.647  C22 1.089
34 H 2.783 1.395 4.117  N12 1.008
35 H -3.840 -2.816 -0.591  C17 1.094
36 H -2.027 0.694 -2.439  C24 1.086
37 H 5.094 2.405 1.321  C23 1.088
38 H -5.488 0.475 0.253  O4 0.969
39 H 2.562 -1.833 2.221  C21 1.092
40 H 5.323 3.941 2.176  C23 1.089
41 H -1.826 -3.341 -2.035  C18 1.096
42 H 4.064 -0.771 0.114  N11 1.009
43 H -3.505 -4.906 -1.782  O5 0.972
44 H 1.615 0.389 2.482  C14 1.091
45 H -1.234 -0.541 -0.109  O3 0.992
46 H -1.820 2.205 0.169  N10 1.015
47 H -3.613 -2.493 -4.358  C16 1.095
48 H -0.775 -2.961 -4.280  O7 0.972

# 6
Molecular formula: C18H42NO8S4
Method: DFT, ωB97M-V/def2-TZVPD

Total charge = -1
Calculated total energy = -2960.38978 Eh
Kohn-Sham gap = 5.93 eV
Multiplicity = 1
HOMO level = -4.15 eV
Relative energy (zero: lowest compared OMol25 entry of this formula, charge and spin) = 0.0 kJ/mol
M = 528.8 u
F_max = 0.58 eV/Å

Last columns: bonded neighbours and bond lengths (Å).
Cartesian coordinates (Å):
1 S 0.370 -2.261 -2.599  O6 1.485, C26 1.802, C31 1.797
2 S -0.712 -7.463 -0.681  O12 1.483, C14 1.799, C15 1.797
3 S 1.337 -0.862 1.394  O10 1.483, C24 1.803, C29 1.791
4 S -1.461 -0.626 5.803  O11 1.487, C16 1.797, C19 1.799
5 O 2.413 1.859 -0.785  C27 1.255
6 O -0.830 -1.500 -3.028  S1 1.485
7 O -1.147 6.513 -1.667  C18 1.371, C28 1.456
8 O 0.431 8.075 -1.879  C18 1.197
9 O 2.750 4.055 -1.174  C27 1.255
10 O 0.102 -0.712 0.586  S3 1.483
11 O -0.885 -1.847 5.179  S4 1.487
12 O 0.212 -6.311 -0.549  S2 1.483
13 N 0.820 2.730 -3.275  C20 1.466, C22 1.458, H41 1.009
14 C 0.232 -8.940 -0.278  S2 1.799, H39 1.090, H47 1.088, H61 1.090
15 C -1.731 -7.482 0.799  S2 1.797, H52 1.090, H67 1.090, H72 1.088
16 C -0.085 0.447 6.235  S4 1.797, H49 1.087, H65 1.090, H69 1.090
17 C -0.684 2.559 -0.885  C23 1.534, C25 1.538, H44 1.085, H57 1.096
18 C 0.015 7.127 -1.279  O7 1.371, O8 1.197, C21 1.490
19 C -1.881 -1.061 7.496  S4 1.799, H46 1.088, H63 1.090, H64 1.090
20 C 2.262 2.645 -3.026  N13 1.466, C27 1.545, H59 1.091, H68 1.099
21 C 0.665 6.548 -0.068  C18 1.490, H42 1.085, H55 1.098, H60 1.089
22 C 0.075 1.483 -3.149  N13 1.458, C25 1.550, H35 1.094, H40 1.093
23 C -1.939 3.431 -1.020  C17 1.534, C30 1.531, H45 1.096, H51 1.093
24 C 1.000 -2.118 2.642  S3 1.803, H43 1.091, H50 1.090, H58 1.089
25 C -0.644 1.314 -1.787  C17 1.538, C22 1.550, H33 1.092, H53 1.085
26 C 1.433 -2.417 -4.045  S1 1.802, H32 1.091, H56 1.088, H66 1.090
27 C 2.527 2.869 -1.520  O5 1.255, O9 1.255, C20 1.545
28 C -0.901 5.323 -2.470  O7 1.456, C30 1.516, H38 1.087, H62 1.094
29 C 1.359 0.540 2.508  S3 1.791, H48 1.091, H70 1.091, H71 1.091
30 C -2.037 4.345 -2.245  C23 1.531, C28 1.516, H34 1.092, H54 1.096
31 C -0.096 -3.996 -2.554  S1 1.797, H36 1.092, H37 1.087, H73 1.085
32 H 0.854 -2.808 -4.883  C26 1.091
33 H -1.658 0.935 -1.928  C25 1.092
34 H -2.216 3.766 -3.153  C30 1.092
35 H 0.750 0.636 -3.303  C22 1.094
36 H -0.571 -4.269 -3.499  C31 1.092
37 H 0.785 -4.607 -2.376  C31 1.087
38 H 0.079 4.915 -2.238  C28 1.087
39 H -0.438 -9.800 -0.239  C14 1.090
40 H -0.657 1.424 -3.959  C22 1.093
41 H 0.665 3.133 -4.187  N13 1.009
42 H 1.362 7.260 0.360  C21 1.085
43 H 1.840 -2.172 3.336  C24 1.091
44 H 0.224 3.147 -0.953  C17 1.085
45 H -2.787 2.738 -1.058  C23 1.096
46 H -2.704 -1.771 7.462  C19 1.088
47 H 0.970 -9.086 -1.063  C14 1.088
48 H 0.394 0.603 3.013  C29 1.091
49 H 0.366 0.804 5.314  C16 1.087
50 H 0.082 -1.892 3.183  C24 1.090
51 H -2.074 4.034 -0.118  C23 1.093
52 H -2.343 -8.384 0.806  C15 1.090
53 H -0.117 0.546 -1.230  C25 1.085
54 H -2.926 4.970 -2.105  C30 1.096
55 H 1.243 5.663 -0.364  C21 1.098
56 H 1.811 -1.425 -4.285  C26 1.088
57 H -0.699 2.179 0.143  C17 1.096
58 H 0.898 -3.070 2.121  C24 1.089
59 H 2.749 3.443 -3.587  C20 1.091
60 H -0.097 6.228 0.641  C21 1.089
61 H 0.734 -8.800 0.680  C14 1.090
62 H -0.879 5.614 -3.524  C28 1.094
63 H -2.192 -0.165 8.033  C19 1.090
64 H -1.017 -1.519 7.978  C19 1.090
65 H -0.458 1.294 6.811  C16 1.090
66 H 2.265 -3.081 -3.810  C26 1.090
67 H -1.091 -7.441 1.680  C15 1.090
68 H 2.702 1.690 -3.346  C20 1.099
69 H 0.648 -0.119 6.812  C16 1.090
70 H 2.173 0.425 3.226  C29 1.091
71 H 1.526 1.427 1.896  C29 1.091
72 H -2.371 -6.603 0.768  C15 1.088
73 H -0.795 -4.129 -1.734  C31 1.085